Entry 1:
# C4H13NOS

2 unconnected molecules or ions with the total composition C4H13NOS at a distorted geometry (the ωB97M-V functional and the def2-TZVPD basis, OMol25).

Atoms and positions in Å:
C  -1.5778  -0.1092  -1.2221
N  -0.5664  -0.1725  -0.0625
C  0.8586  -0.1281  -0.4276
C  1.1901  1.1969  -1.0354
C  1.7107  -0.2814  0.8985
S  3.3751  -1.1938  0.6558
H  -2.3885  0.7336  -1.1027
H  -2.0629  -1.0582  -1.2412
H  -0.9673  0.1944  -2.1360
H  -0.9309  0.5573  0.5254
H  1.1754  -0.9982  -1.0343
H  2.2565  1.1861  -1.3409
H  1.1041  1.9777  -0.1773
H  0.5091  1.5200  -1.7720
H  1.1638  -0.8091  1.7594
H  1.8992  0.8176  1.2384
H  4.1661  -0.1069  0.6797
O  -3.7110  -1.0414  2.3076
H  -3.4755  -1.8977  1.8817
H  -3.7283  -0.3873  1.6056

Forces on atoms 1 to 2 (eV/Å):
1.5 2.2 0.3
-2.0 -0.7 -1.2

## Properties
Relative energy (zero: lowest compared OMol25 entry of this formula, charge and spin) in kJ/mol: 176.5
E_HOMO in eV: -8.91
Net charge: 0
Orbital gap in hartree: 0.355
Structure (SMILES): CN[C@@H](C)CS.O
Strongest force on any atom in eV/A: 3.08

Calculated atomic charges, method natural (NBO), unit e: -0.427 -0.656 -0.085 -0.619 -0.487 -0.079 0.187 0.199 0.190 0.360 0.210 0.218 0.191 0.211 0.243 0.215 0.128 -0.940 0.474 0.467

=====

Entry 2:
# C25H20N7O8S2Ti

A molecular structure, C25H20N7O8S2Ti (the ωB97M-V functional and the def2-TZVPD basis, OMol25).

Atoms and positions in Å:
Ti  0.5495  0.2886  -0.2901
C  6.0747  1.3858  0.6263
S  4.8362  1.3418  1.9400
C  3.4632  0.7480  0.9531
S  2.5362  1.8872  0.0382
N  3.3027  -0.5304  0.9452
N  2.2371  -0.9057  0.1434
C  2.1989  -2.1912  -0.1574
C  1.0474  -2.6415  -0.8182
C  0.8554  -3.9577  -1.3023
C  -0.2863  -4.2697  -1.9815
C  -1.2647  -3.2697  -2.1867
C  -1.0402  -2.0202  -1.6692
N  0.0677  -1.6926  -0.9830
H  6.9883  1.7954  1.0565
H  5.7434  2.0300  -0.1868
H  6.2691  0.3826  0.2511
H  3.0089  -2.8504  0.1303
H  1.6361  -4.6904  -1.1413
H  -0.4353  -5.2701  -2.3690
H  -2.1770  -3.4683  -2.7301
H  -1.7758  -1.2331  -1.7698
O  -0.2075  3.0550  0.7696
C  -0.2605  3.2268  1.9587
C  -0.0151  2.2155  3.0118
C  -0.0782  2.6731  4.3219
C  0.1376  1.8043  5.3697
C  0.4325  0.4623  5.1498
C  0.4969  -0.0060  3.8598
C  0.2673  0.8497  2.7627
O  0.3114  0.3473  1.5702
N  0.0535  2.3089  6.7424
O  0.2183  1.5142  7.6518
O  -0.1363  3.5012  6.9061
H  -0.5097  4.2268  2.3714
H  -0.2963  3.7137  4.5231
H  0.6058  -0.1903  5.9926
H  0.7301  -1.0395  3.6453
O  -1.2223  0.8714  -0.6397
C  -1.8042  1.3007  -1.7413
C  -1.1898  1.2939  -3.0111
C  -1.9215  1.6628  -4.1546
C  -1.3449  1.5644  -5.4026
C  -0.0470  1.1036  -5.5952
C  0.6971  0.7651  -4.4769
C  0.1696  0.8814  -3.1894
O  0.9201  0.5978  -2.1506
N  -2.1397  1.9464  -6.5772
O  -3.2658  2.3774  -6.3986
O  -1.6412  1.8003  -7.6803
H  -2.8272  1.6542  -1.6417
H  -2.9424  2.0048  -4.0601
H  0.3575  1.0243  -6.5919
H  1.7162  0.4142  -4.5708
N  -2.2809  -2.9996  1.2218
C  -3.6065  -3.2323  1.3160
C  -4.1946  -2.0173  1.5735
C  -3.1170  -1.1063  1.6080
N  -1.9625  -1.7115  1.3945
H  -1.5469  -3.6540  1.0128
H  -4.0181  -4.2190  1.1863
H  -5.2438  -1.8151  1.7007
H  -3.1295  -0.0389  1.7630

Forces on atoms 1 to 2 (eV/Å):
0.6 0.2 -0.6
0.0 0.0 -0.1

## Properties
Relative energy (zero: lowest compared OMol25 entry of this formula, charge and spin) in kJ/mol: 65.8
E_HOMO (alpha / beta) in eV: -3.43 / -5.30
Net charge: -1
Orbital gap (alpha / beta) in hartree: 0.192 / 0.260
Strongest force on any atom in eV/A: 0.90
Multiplicity: 3

Calculated atomic charges, method natural (NBO), unit e: 1.622 -0.736 0.209 -0.089 -0.161 -0.351 -0.391 0.004 0.095 -0.231 -0.199 -0.330 0.089 -0.528 0.216 0.224 0.213 0.198 0.212 0.208 0.217 0.219 -0.497 0.436 -0.274 -0.116 -0.059 -0.154 -0.280 0.513 -0.693 0.539 -0.404 -0.404 0.101 0.239 0.242 0.231 -0.688 0.180 -0.238 -0.160 -0.037 -0.194 -0.304 0.448 -0.723 0.538 -0.409 -0.410 0.159 0.233 0.235 0.222 -0.330 -0.063 -0.357 -0.054 -0.245 0.412 0.212 0.223 0.216

=====

Entry 3:
# C21H19ClN4O2S2

C21H19ClN4O2S2 in the gas phase at a distorted geometry (the ωB97M-V functional and the def2-TZVPD basis, OMol25).

Atoms and positions in Å:
C  3.4802  1.6264  0.1130
C  3.3882  0.3675  -0.6938
C  4.1849  -0.7197  -0.3725
C  4.1035  -1.8963  -1.0983
Cl  5.0922  -3.2445  -0.6469
C  3.2406  -2.0054  -2.1733
C  2.4412  -0.9283  -2.5068
C  2.4957  0.2507  -1.7712
N  1.6470  1.3327  -2.0422
C  0.7774  1.4781  -3.0718
O  0.7068  0.7689  -4.0509
C  -0.1773  2.6531  -2.8754
S  -1.6839  2.0338  -2.0442
C  -0.9975  1.6870  -0.4870
N  0.0490  2.2666  0.0401
N  0.2902  1.6707  1.2217
C  -0.6067  0.7470  1.4071
C  -0.6385  -0.2240  2.5298
C  -0.1508  -1.5480  2.0253
C  -0.7667  -2.7598  2.0715
C  -0.0094  -3.7841  1.4558
C  1.1607  -3.3298  0.9436
S  1.3744  -1.6444  1.2013
N  -1.4594  0.7020  0.3358
C  -2.6056  -0.1514  0.1278
C  -3.8037  0.3831  0.8415
C  -4.7106  1.3375  0.4877
C  -5.5957  1.4652  1.5861
C  -5.1568  0.5852  2.5244
O  -4.0697  -0.0727  2.0873
H  4.2947  1.5527  0.8278
H  2.5586  1.7977  0.6706
H  3.6638  2.4877  -0.5283
H  4.8707  -0.6525  0.4579
H  3.1873  -2.9198  -2.7421
H  1.7657  -1.0008  -3.3427
H  1.5649  1.9979  -1.2774
H  -0.5201  3.0170  -3.8424
H  0.2310  3.4587  -2.2692
H  0.0196  0.1547  3.3147
H  -1.6508  -0.3277  2.9256
H  -1.7229  -2.9234  2.5377
H  -0.3296  -4.8088  1.3998
H  1.9235  -3.8762  0.4263
H  -2.3633  -1.1517  0.4977
H  -2.7983  -0.1872  -0.9481
H  -4.7411  1.8741  -0.4382
H  -6.4379  2.1210  1.6603
H  -5.5157  0.3398  3.5040

Forces on atoms 1 to 2 (eV/Å):
0.0 0.0 0.0
0.0 0.0 -0.2

## Properties
Relative energy (zero: lowest compared OMol25 entry of this formula, charge and spin) in kJ/mol: 58.6
E_HOMO in eV: -8.23
Net charge: 0
Orbital gap in hartree: 0.323
Structure (SMILES): Cc1cc(Cl)ccc1NC(=O)CSc1nnc(Cc2cccs2)n1Cc1ccco1
Strongest force on any atom in eV/A: 1.11

Calculated atomic charges, method natural (NBO), unit e: -0.660 -0.010 -0.223 -0.057 -0.007 -0.233 -0.214 0.141 -0.632 0.667 -0.605 -0.595 0.276 0.179 -0.356 -0.298 0.356 -0.483 -0.203 -0.268 -0.261 -0.399 0.453 -0.359 -0.274 0.251 -0.288 -0.308 0.093 -0.407 0.224 0.253 0.218 0.225 0.228 0.257 0.444 0.258 0.246 0.257 0.246 0.222 0.225 0.243 0.252 0.250 0.234 0.234 0.207

=====

Entry 4:
# C4H7NO

C4H7NO in the gas phase (the ωB97M-V functional and the def2-TZVPD basis, OMol25).

Atoms and positions in Å:
C  2.0432  -0.1698  0.0601
C  0.5770  0.1265  0.0469
N  0.0374  1.2611  -0.0853
C  -1.0444  1.8847  -0.3745
C  -1.5301  -0.9403  -0.2900
O  -0.2065  -0.9844  0.2207
H  2.3017  -0.7820  0.9296
H  2.6262  0.7527  0.0756
H  2.3223  -0.7460  -0.8313
H  -1.5078  2.2765  0.5536
H  -1.8409  0.0947  -0.4977
H  -1.5767  -1.4961  -1.2329
H  -2.2125  -1.3509  0.4575

Forces on atoms 1 to 2 (eV/Å):
0.0 0.1 0.1
0.0 0.3 -0.1

## Properties
Relative energy (zero: lowest compared OMol25 entry of this formula, charge and spin) in kJ/mol: 368.4
E_HOMO in eV: -7.83
Net charge: 0
Orbital gap in hartree: 0.320
Strongest force on any atom in eV/A: 0.47

Calculated atomic charges, method natural (NBO), unit e: -0.659 0.505 -0.430 -0.060 -0.260 -0.498 0.232 0.233 0.232 0.134 0.193 0.187 0.191

=====

Entry 5:
# C18H38BeCl4N2O18

A molecular structure, C18H38BeCl4N2O18 at a distorted geometry (the ωB97M-V functional and the def2-TZVPD basis, OMol25).

Atoms and positions in Å:
Be  1.2723  -1.3346  -0.8804
Cl  0.7546  -4.8173  -1.9244
O  0.4922  -5.8691  -2.9182
O  2.1376  -5.0104  -1.5217
O  0.9498  -3.4891  -2.4915
O  -0.1454  -4.7659  -0.8161
Cl  2.5023  -3.1325  2.4565
O  1.8535  -2.7027  1.2717
O  1.6494  -3.1227  3.5952
O  3.0969  -4.4141  2.2728
O  3.5745  -2.2475  2.8650
Cl  5.2004  -2.5130  -1.3547
O  5.1266  -3.7247  -2.1466
O  3.8874  -1.9795  -1.6522
O  5.4175  -2.9234  -0.0859
O  6.2668  -1.6665  -1.8334
Cl  1.6667  0.4447  -4.5847
O  2.9644  0.1935  -5.1559
O  1.6014  1.8655  -4.5504
O  0.5820  -0.0912  -5.3870
O  1.5116  0.0446  -3.1415
C  -2.4623  -2.2757  1.4764
C  -3.2744  -1.4909  0.4751
C  -3.9954  -0.3713  1.3596
C  -4.8661  0.5969  0.5569
C  -4.0924  1.2318  -0.5450
C  -3.1911  0.2987  -1.3785
N  -2.4889  -0.6894  -0.4682
O  -1.4690  -1.5182  -1.1678
C  -4.0179  -0.5026  -2.4902
C  -2.0441  1.1425  -2.1889
C  -4.4128  -2.3333  -0.1506
H  -2.0838  -1.6226  2.2627
H  -1.6361  -2.7261  0.9264
H  -3.0401  -3.0660  1.9557
H  -4.8273  -0.8059  1.9139
H  -3.3319  0.2115  1.9985
H  -5.1633  1.3935  1.2390
H  -5.8196  0.1969  0.2119
H  -3.4336  1.9732  -0.0929
H  -4.7788  1.6991  -1.2512
H  -3.5741  -1.4934  -2.5875
H  -5.0963  -0.6439  -2.4187
H  -3.7938  0.0000  -3.4311
H  -1.3313  1.5463  -1.4699
H  -1.4628  0.4726  -2.8224
H  -2.4829  2.0063  -2.6884
H  -4.0728  -3.1286  -0.8139
H  -5.1726  -1.7892  -0.7117
H  -4.9286  -2.9094  0.6175
H  -2.0467  -2.1399  -1.6165
C  3.1120  2.3509  -0.9812
C  2.5811  2.5462  0.4040
C  1.6230  3.7890  0.2986
C  0.8425  4.1528  1.5354
C  0.1561  2.8459  1.9685
C  0.9079  1.5457  2.0633
N  1.7953  1.4231  0.8733
O  2.4553  0.1295  0.9531
C  1.7273  1.5726  3.3490
C  -0.2037  0.4625  2.0324
C  3.7901  2.7686  1.4282
H  3.5263  3.1517  -1.5938
H  3.8894  1.5968  -0.8584
H  2.2376  2.0341  -1.5496
H  2.2316  4.6325  -0.0272
H  0.9451  3.5729  -0.5271
H  1.3260  4.5966  2.4057
H  0.1928  4.9144  1.1041
H  -0.6878  2.7792  1.2817
H  -0.2574  2.9573  2.9709
H  1.8868  2.5426  3.8198
H  2.7595  1.2237  3.3167
H  1.2489  0.8569  4.0176
H  -0.6405  0.4473  3.0309
H  0.1240  -0.5593  1.8406
H  -1.1003  0.7020  1.4607
H  3.5058  3.2788  2.3485
H  4.3282  1.8571  1.6883
H  4.5711  3.4387  1.0689
H  3.1546  0.3831  1.5600

Forces on atoms 1 to 2 (eV/Å):
1.8 -1.6 -0.9
6.2 -1.8 0.2

## Properties
Relative energy (zero: lowest compared OMol25 entry of this formula, charge and spin) in kJ/mol: 389.7
E_HOMO in eV: -3.40
Net charge: -2
Orbital gap in hartree: 0.161
Strongest force on any atom in eV/A: 7.45

Calculated atomic charges, method Löwdin, unit e: 1.196 0.658 -0.351 -0.355 -0.395 -0.358 0.602 -0.390 -0.368 -0.314 -0.381 0.587 -0.366 -0.391 -0.292 -0.362 0.664 -0.327 -0.384 -0.357 -0.441 -0.013 -0.487 -0.121 -0.219 -0.158 -0.398 -0.067 -0.045 -0.028 -0.001 -0.035 0.073 0.083 0.093 0.114 0.109 0.108 0.105 0.114 0.120 0.066 0.068 0.074 0.063 0.069 0.080 0.088 0.055 0.082 0.077 -0.030 -0.490 -0.136 -0.175 -0.160 -0.478 -0.085 -0.033 -0.017 -0.019 -0.011 0.099 0.098 0.072 0.119 0.122 0.102 0.106 0.108 0.120 0.080 0.075 0.091 0.085 0.070 0.055 0.061 0.079 0.078 0.067

=====

Entry 6:
# C2H4N4

2 unconnected molecules or ions with the total composition C2H4N4 at a distorted geometry (the ωB97M-V functional and the def2-TZVPD basis, OMol25).

Atoms and positions in Å:
C  -1.6457  -0.0765  0.0326
N  -0.7022  -0.8517  0.8469
N  1.1580  1.7000  0.4060
C  2.1729  1.1657  0.2784
N  1.2632  -1.6589  -0.1720
N  0.2938  -1.2553  0.2633
H  -2.4375  -0.7335  -0.3427
H  -1.1551  0.4300  -0.8045
H  -2.0904  0.6772  0.6821
H  3.1097  0.6593  0.1604

Forces on atoms 1 to 2 (eV/Å):
-0.2 0.1 -0.2
0.3 -0.2 -0.1

## Properties
Relative energy (zero: lowest compared OMol25 entry of this formula, charge and spin) in kJ/mol: 282.7
E_HOMO in eV: -9.52
Net charge: 0
Orbital gap in hartree: 0.389
Strongest force on any atom in eV/A: 1.24

Calculated atomic charges, method natural (NBO), unit e: -0.429 -0.318 -0.332 0.083 -0.117 0.252 0.199 0.203 0.219 0.241

=====

Repeat the fourth record exactly.
# C4H7NO

C4H7NO in the gas phase (the ωB97M-V functional and the def2-TZVPD basis, OMol25).

Atoms and positions in Å:
C  2.0432  -0.1698  0.0601
C  0.5770  0.1265  0.0469
N  0.0374  1.2611  -0.0853
C  -1.0444  1.8847  -0.3745
C  -1.5301  -0.9403  -0.2900
O  -0.2065  -0.9844  0.2207
H  2.3017  -0.7820  0.9296
H  2.6262  0.7527  0.0756
H  2.3223  -0.7460  -0.8313
H  -1.5078  2.2765  0.5536
H  -1.8409  0.0947  -0.4977
H  -1.5767  -1.4961  -1.2329
H  -2.2125  -1.3509  0.4575

Forces on atoms 1 to 2 (eV/Å):
0.0 0.1 0.1
0.0 0.3 -0.1

## Properties
Relative energy (zero: lowest compared OMol25 entry of this formula, charge and spin) in kJ/mol: 368.4
E_HOMO in eV: -7.83
Net charge: 0
Orbital gap in hartree: 0.320
Strongest force on any atom in eV/A: 0.47

Calculated atomic charges, method natural (NBO), unit e: -0.659 0.505 -0.430 -0.060 -0.260 -0.498 0.232 0.233 0.232 0.134 0.193 0.187 0.191

=====

Q: The lowest relative energy (zero: lowest compared OMol25 entry of this formula, charge and spin) belongs to which entry?
A: C21H19ClN4O2S2